A:
Entry from the Open Molecules 2025 dataset: the molecule C2H3NS3 (wB97M-V/def2-TZVPD).

Positions of all 9 atoms, in Å:
H -1.67 -0.03 -0.46
S -1.32 2.04 0.45
H 1.06 0.81 0.65
N -0.97 0.41 0.15
H 0.49 -0.98 -0.06
S 0.96 1.04 -1.72
C 0.04 2.38 -1.62
S -0.40 3.65 -2.38
C 0.39 0.10 0.03

E_HOMO (alpha / beta): -7.7297 / -7.7303 eV
LUMO energy (alpha / beta): -0.6 / -0.6 eV
charge: 0

B:
Entry from the Open Molecules 2025 dataset: the molecule C2H3NS3 (wB97M-V/def2-TZVPD).

Positions of all 9 atoms, in Å:
S 0.10 -1.36 -0.66
S -1.98 0.31 0.34
S 2.01 1.58 -1.16
C -1.62 -0.80 -0.71
H -2.29 -1.62 -1.11
H 1.31 1.66 1.21
N 0.78 -0.29 0.51
H 0.36 -0.43 1.42
C 1.32 0.96 0.16

E_HOMO: -8.7965 eV
LUMO energy: -0.7 eV
structure (SMILES): S=CNSC=S
charge: 0

Tell me which of them is the most stable. Sure, it is B.

A:
Entry from the Open Molecules 2025 dataset: the molecule C7H7Br2P (wB97M-V/def2-TZVPD).

Positions of all 17 atoms, in Å:
H 1.90 -1.33 2.24
C -1.32 1.04 -1.18
C -2.05 -0.12 -1.68
P 1.45 -0.05 1.64
C -1.73 -1.14 -0.75
H -0.77 -1.93 0.80
H 1.63 0.39 3.01
Br 3.09 2.05 0.02
C 2.95 -0.07 0.84
Br 3.06 -1.20 -0.82
H -2.41 -2.07 -0.86
H -1.61 1.98 -1.58
C -0.83 -1.00 0.31
H -0.06 2.24 0.01
H -2.83 -0.15 -2.46
C -0.43 1.25 -0.17
C -0.05 0.10 0.62

E_HOMO: -8.1333 eV
LUMO energy: -0.3 eV
structure (SMILES): BrC(Br)=[PH2]c1ccccc1
charge: 0

B:
Entry from the Open Molecules 2025 dataset: a cluster of 2 separate species, C7H7Br2P in total (wB97M-V/def2-TZVPD).

Positions of all 17 atoms, in Å:
C -0.13 -1.74 -0.51
Br 0.96 3.68 2.02
H -0.38 -0.59 1.36
H 0.20 -2.68 -2.42
P -1.78 2.18 1.59
Br -0.49 3.76 -0.90
C -0.28 2.84 0.79
H -1.73 2.67 2.84
C 0.11 -1.68 -1.83
C 0.55 -0.53 -2.48
H -2.72 3.19 1.17
C 0.41 0.46 -0.35
H 1.05 1.60 -2.09
C 0.04 -0.63 0.35
C 0.75 0.61 -1.67
H 0.73 -0.63 -3.50
H -0.42 -2.67 -0.01

E_HOMO (alpha / beta): -8.6119 / -8.4584 eV
LUMO energy (alpha / beta): -0.8 / -0.1 eV
charge: 0

C:
Entry from the Open Molecules 2025 dataset: a cluster of 2 separate species, C7H7Br2P in total (wB97M-V/def2-TZVPD).

Positions of all 17 atoms, in Å:
H -0.21 -2.74 2.32
H -0.46 3.05 -2.59
C -0.08 1.03 -1.41
H 0.30 3.30 -0.63
Br 0.65 0.41 -3.02
H 1.00 -1.49 -1.49
C -0.77 -0.62 1.80
H 0.70 -3.23 0.35
Br 2.63 2.08 0.10
C 0.46 -1.31 -0.56
C -0.21 -1.91 1.73
C -0.83 0.26 0.79
H -1.46 1.14 0.90
C -0.10 -0.03 -0.37
C 0.34 -2.23 0.43
H -1.20 -0.34 2.86
P -0.74 2.61 -1.19

E_HOMO (alpha / beta): -7.6634 / -7.8970 eV
LUMO energy (alpha / beta): -3.0 / -2.9 eV
charge: 0

Tell me which of them is the most stable. Sure, it is C.

A:
Entry from the Open Molecules 2025 dataset: the ion H2O4PS with charge -1 (wB97M-V/def2-TZVPD).

Positions of all 8 atoms, in Å:
O -1.33 -1.66 -0.45
O 0.82 1.66 0.05
H 1.93 -0.17 -1.05
O -1.20 -0.06 1.41
H 1.60 -0.40 1.03
S -1.10 -0.29 -0.02
O -1.69 0.71 -0.89
P 0.97 0.21 -0.07

E_HOMO: -5.2414 eV
LUMO energy: 4.1 eV
structure (SMILES): O=[PH2]S(=O)(=O)[O-]
charge: -1

B:
Entry from the Open Molecules 2025 dataset: the ion H2O4PS with charge -1 (wB97M-V/def2-TZVPD).

Positions of all 8 atoms, in Å:
H 0.70 1.73 -0.78
O -1.46 2.22 0.33
S 0.10 -1.39 -0.23
H 0.52 1.25 1.27
O 0.06 -1.60 -1.65
P -0.43 1.16 0.17
O -0.86 -2.12 0.52
O 1.38 -1.25 0.37

E_HOMO: -4.8711 eV
LUMO energy: 3.6 eV
structure (SMILES): O=[PH2]S(=O)(=O)[O-]
charge: -1

Tell me which of them is the most stable. Sure, it is A.

A:
Entry from the Open Molecules 2025 dataset: the molecule C2HN3O3 (wB97M-V/def2-TZVPD).

Positions of all 9 atoms, in Å:
C -0.11 -0.04 -0.02
H -1.47 -1.76 -0.87
O -2.00 0.49 -0.62
C -1.26 -0.67 -0.47
N 1.17 -0.64 0.39
O 1.53 -1.95 0.42
O 1.89 0.28 0.93
N -1.32 1.56 -0.55
N -0.10 1.29 -0.12

E_HOMO: -11.4258 eV
LUMO energy: -1.8 eV
structure (SMILES): O=[N+]([O-])c1conn1
charge: 0

B:
Entry from the Open Molecules 2025 dataset: a cluster of 2 separate species, C2HN3O3 in total (wB97M-V/def2-TZVPD).

Positions of all 9 atoms, in Å:
N -0.29 0.68 0.63
O -0.03 -1.38 3.78
O 1.86 -1.79 2.69
H 0.74 2.33 0.10
O -1.23 0.10 0.22
N 0.82 -1.16 2.96
N 2.41 2.36 2.39
C 1.60 1.76 1.82
C 0.63 1.49 0.80

E_HOMO (alpha / beta): -10.7172 / -9.7096 eV
LUMO energy (alpha / beta): -0.8 / -2.6 eV
charge: 0

Tell me which of them is the most stable. Sure, it is A.

A:
Entry from the Open Molecules 2025 dataset: the molecule H4OSSi (wB97M-V/def2-TZVPD).

Positions of all 7 atoms, in Å:
Si 0.49 -0.63 -0.33
S -1.96 0.05 0.28
H -1.92 1.38 0.44
H 0.38 -1.53 -1.48
H 0.69 -1.42 0.84
O 1.30 0.81 -0.24
H 1.01 1.35 0.49

E_HOMO: -8.9004 eV
LUMO energy: 0.3 eV
structure (SMILES): O[SiH2]S
charge: 0

B:
Entry from the Open Molecules 2025 dataset: the molecule H4OSSi (wB97M-V/def2-TZVPD).

Positions of all 7 atoms, in Å:
H 0.80 -0.19 -1.46
S -1.12 -0.78 0.43
Si 1.01 -0.40 0.00
H 1.23 0.33 1.25
H -2.26 1.53 -0.05
O -1.35 1.14 -0.23
H 1.68 -1.64 0.06

E_HOMO: -9.1761 eV
LUMO energy: -0.9 eV
structure (SMILES): OS[SiH3]
charge: 0

Tell me which of them is the most stable. Sure, it is A.

A:
Entry from the Open Molecules 2025 dataset: the molecule C10H8F6N2O2S (wB97M-V/def2-TZVPD).

Positions of all 29 atoms, in Å:
C -3.13 -0.42 -1.09
C -1.39 0.65 0.96
H -1.24 0.86 2.12
S 3.40 0.74 -0.86
F -4.13 -1.99 1.56
F 4.60 -0.53 -0.76
C -0.59 0.73 -1.73
N 2.14 -3.00 0.21
H 1.07 -0.42 1.85
H 2.53 -3.02 1.20
H 0.15 1.00 -2.61
O 2.70 0.59 -2.23
F -3.82 0.05 2.94
H -4.12 -0.95 -1.44
F 0.89 2.34 1.71
C -0.21 1.06 -0.15
F -5.28 0.02 0.97
C 1.97 -0.53 1.08
C 1.18 1.76 0.35
C -2.80 -0.07 0.51
O 4.26 2.07 -0.94
C -2.01 0.00 -2.21
N 2.35 0.83 0.53
H 1.26 -1.44 -1.09
F 1.43 2.92 -0.53
H -2.18 -0.21 -3.37
H 2.90 -0.88 1.75
C -4.01 -0.50 1.58
C 1.75 -1.71 -0.04

E_HOMO: -9.9417 eV
LUMO energy: -2.1 eV
structure (SMILES): [H]/N=C\CN(C(F)(F)c1cccc(C(F)(F)F)c1)S(=O)(=O)F
charge: 0

B:
Entry from the Open Molecules 2025 dataset: the molecule C10H8F6N2O2S (wB97M-V/def2-TZVPD).

Positions of all 29 atoms, in Å:
H 1.00 -0.44 1.72
F -4.74 -0.02 0.95
N 1.91 -2.88 0.26
H 1.04 -1.47 -0.90
C -0.35 0.97 -0.17
F 1.20 2.68 -0.51
O 3.88 1.96 -0.92
O 2.40 0.43 -2.10
C -1.31 0.59 0.77
C 1.81 -0.55 1.00
N 2.12 0.78 0.42
H 2.68 -0.83 1.59
C -3.53 -0.45 1.35
C -1.78 0.10 -1.92
F -3.63 -1.78 1.42
H -1.17 0.78 1.82
H -1.93 -0.09 -2.97
C -2.47 -0.03 0.36
H -3.62 -0.80 -1.31
C -0.60 0.73 -1.51
H 0.10 1.02 -2.28
F 0.73 2.14 1.53
C 1.56 -1.69 0.03
C 0.94 1.64 0.28
F -3.33 0.02 2.57
F 4.02 -0.39 -0.53
S 3.10 0.78 -0.91
C -2.72 -0.30 -0.98
H 2.37 -2.93 1.17

E_HOMO: -10.4135 eV
LUMO energy: 0.1 eV
structure (SMILES): [H]/N=C\CN(C(F)(F)c1cccc(C(F)(F)F)c1)S(=O)(=O)F
charge: 0

Tell me which of them is the most stable. Sure, it is B.

A:
Entry from the Open Molecules 2025 dataset: the molecule C14H23NO4 (wB97M-V/def2-TZVPD).

Positions of all 42 atoms, in Å:
C 0.51 -0.33 -2.63
H -2.32 -2.34 3.10
H -2.51 1.41 1.01
H -3.07 -2.27 -1.12
C -2.82 -2.51 1.01
O 0.72 -0.76 -1.30
H -1.84 0.11 3.05
H 1.81 0.94 1.89
C 1.33 1.37 -0.20
C 3.50 1.89 1.01
H -3.89 -2.46 1.21
H 1.61 2.65 1.51
H -3.96 -0.23 -0.06
C -0.18 1.49 0.02
H 3.32 -0.78 -2.04
H 5.08 1.74 2.07
H -3.47 -0.26 2.50
H 1.64 1.40 -3.29
O 4.13 1.58 2.15
C -2.42 -0.36 2.25
C 1.81 0.34 -3.10
C -2.89 -0.33 -0.22
H 1.60 2.16 -0.91
C -2.06 -1.85 2.16
H 0.24 -1.21 -3.21
H 2.20 -0.61 0.06
H 3.46 0.97 -1.79
C -2.51 -1.80 -0.31
C 2.01 1.70 1.14
H -0.99 -1.97 2.01
H -1.45 -1.90 -0.55
C -2.16 0.37 0.94
O 4.09 2.28 0.04
C 2.76 0.14 -1.92
H -2.54 -3.56 0.94
H -2.64 0.18 -1.15
C 1.79 0.00 -0.75
O -0.79 2.49 -0.31
H -0.34 0.37 -2.66
H -0.22 -0.41 0.74
N -0.73 0.46 0.69
H 2.19 -0.11 -4.02

E_HOMO: -9.2438 eV
LUMO energy: 0.6 eV
structure (SMILES): O=C(O)C[C@H](C(=O)NC1CCCCC1)[C@@H]1CCCO1
charge: 0

B:
Entry from the Open Molecules 2025 dataset: a cluster of 4 separate species, C14H23NO4 in total (wB97M-V/def2-TZVPD).

Positions of all 42 atoms, in Å:
O -4.40 -2.24 -0.66
H -4.80 -3.03 -2.54
H -2.62 3.04 5.75
H 2.20 -6.06 -4.89
H -3.05 -0.52 7.73
C 3.89 6.51 0.62
H -2.12 0.03 -1.25
H -1.12 2.92 6.55
C -1.93 2.30 6.17
N 3.66 7.86 0.66
H 4.67 -8.26 -5.73
C -2.67 1.55 7.21
O -2.92 1.96 8.31
H -3.93 -0.03 6.26
H -1.98 -2.01 -2.57
H 4.83 6.14 0.24
C -3.00 -1.62 -2.46
C 4.60 -7.42 -5.04
C -3.81 -1.06 -0.35
H 4.12 -7.71 -4.11
C 2.64 5.91 0.96
H -1.69 1.71 5.29
C 2.38 8.09 1.08
O 4.93 -5.21 -5.86
C 4.14 -6.11 -5.56
O -4.11 -0.40 0.65
H -2.27 -0.15 6.05
C -3.92 -2.74 -1.96
H 2.42 4.86 0.84
H 2.57 -4.87 -6.24
H 5.61 -7.20 -4.68
C -3.05 -0.47 -1.51
C -3.00 0.09 6.82
H 2.40 -6.60 -6.64
H 4.36 8.49 0.30
C 2.67 -5.89 -5.86
H -3.74 0.27 -1.93
H 2.18 9.15 1.19
H -3.33 -3.66 -1.86
C 1.70 6.94 1.16
H 0.65 6.83 1.41
H -3.15 -1.39 -3.52

E_HOMO: -8.2396 eV
LUMO energy: 0.6 eV
structure (SMILES): c1cc[nH]c1.O=C1CCCO1.CC(C)=O.CC(C)=O
charge: 0

Tell me which of them is the most stable. Sure, it is A.

A:
Entry from the Open Molecules 2025 dataset: a cluster of 4 separate species, C2H10O4 in total (wB97M-V/def2-TZVPD).

Positions of all 16 atoms, in Å:
H 1.44 3.06 -3.38
H 0.41 0.11 -2.03
H 0.46 -3.25 2.77
O -0.32 0.11 -2.66
H -0.07 -0.29 2.80
O 0.86 3.49 -2.75
H -1.79 0.94 -0.31
H 0.81 -0.75 4.20
C 0.14 -1.15 3.45
H -2.29 -0.08 -1.37
O -2.52 0.73 -0.90
H 0.01 3.58 -3.20
H -0.23 -0.78 -3.04
C 0.76 -2.21 2.59
O 1.59 -1.94 1.76
H -0.84 -1.40 3.86

E_HOMO: -10.1771 eV
LUMO energy: 0.4 eV
structure (SMILES): CC=O.O.O.O
charge: 0

B:
Entry from the Open Molecules 2025 dataset: a cluster of 4 separate species, C2H10O4 in total (wB97M-V/def2-TZVPD).

Positions of all 16 atoms, in Å:
H -1.86 -0.31 1.77
H -2.22 0.69 0.53
H 2.36 -1.97 2.72
C -1.42 0.57 1.25
H 2.49 -1.13 1.45
H -0.09 3.90 -6.19
O -0.27 -2.20 1.96
H 0.12 -0.33 -0.26
C -0.13 0.11 0.72
H 0.71 -2.19 1.75
H -0.29 2.42 -5.87
H -1.41 1.47 1.87
O -0.74 3.27 -5.86
O 0.95 0.38 1.25
O 2.35 -2.04 1.76
H -0.54 -2.62 1.14

E_HOMO: -9.8814 eV
LUMO energy: 0.8 eV
structure (SMILES): CC=O.O.O.O
charge: 0

Tell me which of them is the most stable. Sure, it is A.

A:
Entry from the Open Molecules 2025 dataset: the molecule H4N3P (wB97M-V/def2-TZVPD).

Positions of all 8 atoms, in Å:
H -2.10 -0.52 -0.27
P -0.05 1.52 0.09
H 1.05 -1.58 -0.47
N -1.15 -1.01 -0.14
N 1.01 -0.63 -0.45
H 1.36 1.14 -0.05
N -0.16 -0.24 -0.17
H 0.03 1.33 1.46

E_HOMO: -8.9176 eV
LUMO energy: 0.7 eV
charge: 0

B:
Entry from the Open Molecules 2025 dataset: the molecule H4N3P (wB97M-V/def2-TZVPD).

Positions of all 8 atoms, in Å:
N 0.01 -0.76 -0.15
H -0.83 -1.97 -1.39
H -0.34 -0.48 -2.16
N -0.14 -1.17 -1.36
H 0.99 2.37 1.25
N 0.54 0.52 0.00
P 1.06 0.85 1.52
H -0.28 0.76 2.20

E_HOMO (alpha / beta): -8.4180 / -8.4181 eV
LUMO energy (alpha / beta): 0.2 / 0.2 eV
structure (SMILES): N/N=N/P
charge: 0

Tell me which of them is the most stable. Sure, it is B.

A:
Entry from the Open Molecules 2025 dataset: a structure of composition C3H4O2Tl (wB97M-V/def2-TZVPD).

Positions of all 10 atoms, in Å:
H 1.13 -2.04 0.29
C 1.10 -1.03 -0.14
H -0.53 -1.67 -1.45
C -1.73 0.39 0.19
O -0.81 0.32 -0.74
H 2.11 1.51 -0.75
C 0.03 -0.88 -0.93
Tl 1.95 0.62 0.78
O -1.27 1.28 1.06
H -1.97 1.50 1.68

E_HOMO: -13.0797 eV
LUMO energy: -7.8 eV
charge: +1

B:
Entry from the Open Molecules 2025 dataset: a structure of composition C3H4O2Tl (wB97M-V/def2-TZVPD).

Positions of all 10 atoms, in Å:
H -3.23 -0.39 0.50
H -1.25 -1.52 -0.18
Tl 2.09 0.02 0.25
C -2.51 0.26 -0.01
H -2.98 0.85 -0.81
O 6.05 -0.13 0.06
H -1.41 1.11 0.49
O -0.35 0.28 -0.01
C -1.34 -0.45 -0.43
C 4.93 -0.05 0.13

E_HOMO: -13.3154 eV
LUMO energy: -4.9 eV
charge: +1

Tell me which of them is the most stable. Sure, it is B.